This record from the Open Molecules 2025 dataset describes 10 unconnected molecules or ions with the total composition C36H76N4O16 at a distorted geometry. The level of theory is ωB97M-V/def2-TZVPD.

HOMO energy: -8.653 eV
Strongest force on any atom: 0.04703 Eh/bohr
Lowest unoccupied orbital energy: 0.231 eV
Frontier orbital gap: 8.88 eV
Total charge: 0
SMILES: CCOC(C)=O.CCOC(C)=O.CCOC(C)=O.CCOC(C)=O.CCOC(C)=O.CCOC(C)=O.CN(C)C=O.CN(C)C=O.CN(C)C=O.CN(C)C=O
Relative energy (zero: lowest compared OMol25 entry of this formula, charge and spin): 0.0 kcal/mol

XYZ file:
```
132
Properties=species:S:1:pos:R:3:forces:R:3:mulliken_charge:R:1
C -0.802 -5.184 -3.371 0.49 -0.25 0.22 -1.163
C 0.643 -5.023 -2.880 -0.17 0.34 -0.87 -0.295
O 0.635 -4.477 -1.558 -0.43 -0.05 0.08 -0.215
C 1.782 -4.516 -0.868 -0.11 0.13 0.28 0.804
C 1.646 -3.903 0.501 -0.81 -0.13 0.04 -0.527
O 2.787 -5.022 -1.281 0.38 -0.05 -0.25 -0.620
H -1.075 -4.249 -3.851 -0.44 -0.10 -0.02 0.277
H -1.500 -5.435 -2.572 0.13 0.19 0.15 0.217
H -0.882 -6.008 -4.081 0.16 0.16 -0.19 0.464
H 1.254 -5.920 -2.964 -0.15 -0.11 0.43 0.516
H 1.105 -4.279 -3.538 0.23 -0.11 0.14 0.167
H 1.989 -4.648 1.216 0.38 0.26 0.11 0.524
H 0.601 -3.688 0.737 0.01 -0.09 -0.16 0.093
H 2.164 -2.948 0.556 0.42 -0.25 0.04 -0.213
C 0.775 0.797 -3.910 0.24 -0.02 -0.83 -0.885
C -0.191 1.932 -4.266 1.45 -0.62 1.83 0.287
O -0.139 2.182 -5.662 -0.27 0.22 -0.19 -0.402
C -1.158 1.744 -6.413 0.09 -0.13 -0.09 0.781
C -0.904 1.925 -7.883 0.16 0.01 0.15 -1.059
O -2.156 1.239 -5.974 -0.22 -0.09 0.17 -0.540
H 1.704 0.998 -4.458 -0.07 -0.11 -0.05 0.519
H 0.410 -0.185 -4.212 -0.05 -0.04 0.19 0.295
H 1.079 0.805 -2.866 -0.42 -0.07 0.13 -0.079
H -1.170 1.746 -3.833 -0.27 0.08 -0.55 0.312
H 0.292 2.751 -3.728 -0.50 0.61 -0.56 -0.233
H -1.823 2.301 -8.323 0.07 0.02 -0.20 0.325
H -0.673 0.949 -8.311 -0.14 -0.04 -0.01 0.266
H -0.053 2.572 -8.075 -0.10 0.15 0.01 0.303
C -8.278 1.640 0.411 -0.10 -0.81 0.08 -1.242
C -6.777 1.473 0.343 0.15 2.04 -0.82 -0.124
O -6.394 0.288 1.000 -0.03 -0.61 -0.25 -0.333
C -5.106 -0.064 0.883 0.88 0.49 0.50 0.688
C -4.789 -1.365 1.562 -0.24 0.27 -0.59 -0.343
O -4.265 0.646 0.383 -0.40 -0.13 -0.30 -0.505
H -8.604 2.561 -0.066 0.12 0.22 0.28 0.386
H -8.581 1.569 1.458 -0.16 0.39 -0.07 0.298
H -8.819 0.840 -0.104 0.26 -0.08 -0.04 0.301
H -6.379 1.586 -0.676 -0.24 -0.95 -0.06 0.269
H -6.277 2.358 0.765 -0.16 -0.35 0.66 0.279
H -5.135 -1.293 2.590 0.00 -0.31 0.05 0.209
H -3.718 -1.509 1.507 0.07 -0.08 0.20 -0.131
H -5.297 -2.161 1.016 -0.09 -0.13 0.30 0.258
C 2.750 3.926 3.777 0.17 0.04 -0.52 -1.205
C 2.366 2.568 4.336 -0.47 0.75 -1.11 0.321
O 3.318 2.105 5.287 -0.27 -0.59 0.02 -0.344
C 3.287 2.648 6.514 0.56 -0.06 0.12 0.720
C 4.339 2.052 7.423 -0.87 -0.18 -0.33 -1.028
O 2.543 3.529 6.832 -0.55 0.29 0.13 -0.555
H 3.770 3.905 3.387 0.09 0.02 0.30 0.330
H 2.629 4.722 4.505 0.08 0.01 0.04 0.374
H 2.145 4.157 2.894 -0.22 -0.04 0.20 0.285
H 1.326 2.610 4.670 0.28 -0.13 0.74 0.258
H 2.348 1.863 3.503 0.43 -0.29 0.26 -0.072
H 5.074 1.531 6.818 0.37 0.22 0.24 0.301
H 3.853 1.315 8.066 -0.03 0.00 -0.04 0.269
H 4.682 2.854 8.067 0.45 -0.06 -0.08 0.333
C -1.813 6.184 -2.279 -0.50 0.14 0.22 -1.303
C -0.531 5.407 -2.158 0.18 0.05 0.10 0.061
O -0.731 4.444 -1.104 -0.06 -0.08 -0.37 -0.275
C 0.237 3.520 -0.939 -0.32 0.58 0.39 0.494
C -0.156 2.635 0.210 0.44 -0.28 0.26 -0.156
O 1.267 3.535 -1.557 0.10 -0.38 -0.12 -0.562
H -2.088 6.681 -1.346 0.16 -0.17 0.10 0.328
H -2.622 5.493 -2.525 -0.03 0.12 -0.10 0.302
H -1.774 6.979 -3.022 0.20 -0.20 -0.22 0.395
H -0.291 4.877 -3.079 0.04 0.04 0.00 0.142
H 0.320 6.037 -1.890 0.01 -0.02 -0.06 0.305
H -0.787 1.787 -0.059 -0.22 0.27 -0.31 -0.031
H -0.664 3.277 0.925 -0.19 -0.21 0.13 0.436
H 0.723 2.198 0.674 0.18 0.21 -0.12 -0.098
C -4.948 -1.603 6.999 -0.70 -1.20 -0.18 -1.350
C -4.166 -1.630 5.709 0.61 1.50 0.36 -0.011
O -2.799 -1.991 6.017 -0.27 -0.55 0.22 -0.336
C -1.971 -2.091 4.980 0.37 0.41 -0.02 0.750
C -0.563 -2.453 5.386 -0.22 -0.84 -0.66 -0.967
O -2.304 -1.854 3.845 -0.18 -0.16 -0.16 -0.437
H -5.984 -1.349 6.763 0.10 0.30 0.06 0.387
H -4.557 -0.939 7.761 0.16 0.19 -0.15 0.323
H -5.022 -2.610 7.425 0.22 0.11 0.05 0.333
H -4.574 -2.247 4.915 0.00 -0.31 0.15 0.275
H -4.108 -0.600 5.334 -0.15 -0.19 -0.25 0.232
H -0.107 -1.670 5.982 0.04 -0.05 0.14 0.279
H -0.005 -2.650 4.471 0.10 0.46 0.00 0.200
H -0.550 -3.424 5.887 -0.12 0.31 0.48 0.342
C -0.749 -1.073 1.206 -0.04 -0.15 -0.84 -1.248
N 0.542 -0.740 0.604 -0.70 -0.20 0.24 1.921
C 1.461 -0.185 1.554 0.01 0.51 0.12 -1.723
C 0.765 -1.048 -0.698 -0.05 -0.23 0.47 -0.761
O 1.847 -1.125 -1.257 -0.14 0.38 0.24 0.006
H -1.323 -0.178 1.456 0.10 -0.04 0.34 0.400
H -0.604 -1.735 2.057 -0.03 0.28 0.26 0.216
H -1.354 -1.645 0.497 0.09 0.12 -0.11 0.104
H 2.339 0.230 1.078 0.32 -0.30 -0.18 0.246
H 0.958 0.666 2.025 0.00 -0.10 0.18 0.547
H 1.707 -0.886 2.355 0.24 -0.10 -0.13 0.314
H -0.211 -1.243 -1.161 0.24 -0.19 -0.53 0.296
C 4.028 -2.006 -3.225 -0.07 0.10 -0.55 -0.799
N 5.249 -1.914 -2.458 -0.23 -0.16 0.29 0.262
C 6.386 -1.336 -3.135 0.12 0.12 0.76 -1.143
C 5.355 -2.425 -1.204 0.23 -0.30 -0.78 0.119
O 6.382 -2.436 -0.547 -0.39 0.10 0.12 -0.663
H 4.298 -2.273 -4.251 -0.06 -0.01 0.01 0.340
H 3.488 -1.057 -3.252 0.01 0.01 0.04 0.405
H 3.339 -2.768 -2.869 0.16 -0.02 0.33 -0.039
H 7.168 -1.205 -2.387 0.08 -0.04 -0.13 0.308
H 6.744 -2.003 -3.918 0.01 0.14 -0.19 0.348
H 6.117 -0.350 -3.519 0.06 -0.07 -0.30 0.388
H 4.406 -2.906 -0.915 0.11 0.10 0.34 0.336
C -3.015 -2.996 -1.977 -0.71 -0.29 -0.32 -0.780
N -3.791 -1.821 -2.326 0.27 0.41 0.04 0.418
C -5.215 -1.959 -2.459 -0.13 -0.22 0.13 -0.995
C -3.141 -0.648 -2.527 -0.19 -0.71 0.83 0.060
O -1.932 -0.583 -2.457 0.44 0.75 -0.23 -0.736
H -3.240 -3.306 -0.951 0.09 -0.01 0.01 0.225
H -1.956 -2.810 -2.099 0.02 0.13 0.05 -0.080
H -3.315 -3.800 -2.654 0.12 -0.12 0.12 0.509
H -5.468 -2.538 -3.351 -0.09 0.08 -0.02 0.315
H -5.630 -2.489 -1.597 0.02 0.04 0.01 0.343
H -5.689 -0.981 -2.505 0.03 0.06 -0.11 0.284
H -3.810 0.216 -2.631 0.05 0.06 -0.34 0.336
C 4.666 1.466 -1.005 -0.84 -0.34 0.41 -0.572
N 5.493 1.582 0.191 -0.48 0.41 -0.84 0.324
C 5.662 0.412 1.007 0.59 -0.31 0.91 -0.856
C 6.383 2.591 0.263 0.52 0.07 0.08 -0.049
O 7.264 2.681 1.092 0.14 -0.04 0.36 -0.594
H 4.225 2.412 -1.320 0.63 0.21 -0.13 0.522
H 3.763 0.897 -0.765 0.21 -0.29 0.06 -0.173
H 5.178 0.932 -1.805 0.01 0.18 -0.18 0.158
H 4.772 -0.203 0.966 -0.18 -0.09 -0.12 0.144
H 6.525 -0.204 0.737 -0.13 0.04 -0.36 0.343
H 5.850 0.683 2.050 -0.18 0.23 -0.11 0.311
H 6.299 3.356 -0.524 -0.41 -0.05 -0.10 0.386
```
Positions in Å, forces in eV/Å.